{"formula": "C48H82N18O5PS2", "method": "ωB97M-V/def2-TZVPD", "energy_ha": -4377.418205, "total_charge": -1, "homo_lumo_gap_ev": 5.86, "elements": ["C", "C", "C", "C", "C", "C", "C", "C", "C", "C", "C", "C", "C", "S", "O", "O", "N", "S", "O", "O", "P", "C", "O", "H", "H", "H", "H", "H", "H", "H", "H", "H", "H", "H", "H", "H", "H", "H", "H", "H", "H", "H", "H", "H", "H", "H", "H", "H", "H", "H", "H", "H", "H", "H", "C", "C", "N", "H", "H", "H", "C", "C", "N", "H", "H", "H", "C", "C", "N", "H", "H", "H", "C", "C", "N", "H", "H", "H", "C", "C", "N", "H", "H", "H", "C", "C", "N", "H", "H", "H", "C", "C", "N", "H", "H", "H", "C", "C", "N", "H", "H", "H", "C", "C", "N", "H", "H", "H", "C", "C", "N", "H", "H", "H", "C", "C", "N", "H", "H", "H", "C", "C", "N", "H", "H", "H", "C", "C", "N", "H", "H", "H", "C", "C", "N", "H", "H", "H", "C", "C", "N", "H", "H", "H", "C", "C", "N", "H", "H", "H", "C", "C", "N", "H", "H", "H"], "coordinates": [[0.301, -0.799, 1.711], [-0.095, 0.606, 1.122], [-0.270, 0.594, -0.444], [0.934, 1.260, -1.186], [1.016, 0.857, -2.709], [0.218, 1.800, -3.667], [-1.332, 1.494, -3.686], [-1.636, 0.048, -4.172], [-3.152, -0.325, -4.292], [-4.051, 0.070, -3.072], [-4.258, -1.104, -2.041], [-2.989, -1.317, -1.158], [-2.732, -2.792, -0.700], [-1.343, -3.529, -1.640], [-1.343, -4.961, -1.330], [-0.145, -2.860, -1.119], [-1.684, -3.159, -3.197], [-0.590, -3.745, -4.289], [-1.189, -4.685, -5.245], [-0.065, -2.583, -5.029], [1.116, -4.735, -3.396], [2.595, -4.224, -4.408], [1.018, -6.394, -3.576], [0.284, -1.549, 0.886], [1.329, -0.802, 2.107], [-0.417, -1.147, 2.481], [-1.042, 0.926, 1.604], [0.749, 1.297, 1.347], [-1.247, 1.064, -0.673], [-0.322, -0.461, -0.781], [0.902, 2.360, -1.037], [1.855, 0.841, -0.711], [2.099, 0.944, -2.974], [0.774, -0.220, -2.854], [0.313, 2.854, -3.324], [0.659, 1.680, -4.684], [-1.693, 1.692, -2.653], [-1.795, 2.269, -4.339], [-1.096, -0.701, -3.560], [-1.219, -0.018, -5.206], [-3.566, 0.102, -5.230], [-3.190, -1.437, -4.377], [-5.062, 0.303, -3.489], [-3.713, 0.963, -2.511], [-4.647, -2.024, -2.526], [-5.076, -0.750, -1.371], [-2.119, -0.963, -1.739], [-3.087, -0.654, -0.271], [-2.358, -2.741, 0.346], [-3.631, -3.437, -0.721], [2.689, -3.126, -4.509], [2.555, -4.623, -5.448], [3.547, -4.590, -3.977], [0.806, -6.717, -2.694], [-8.243, 0.997, 0.305], [-7.134, 0.028, 0.407], [-6.265, -0.736, 0.519], [-8.966, 0.822, 1.102], [-7.859, 2.014, 0.394], [-8.743, 0.891, -0.658], [-3.140, -0.706, 3.736], [-4.223, -0.775, 2.738], [-5.057, -0.830, 1.939], [-2.271, -1.257, 3.379], [-2.857, 0.331, 3.901], [-3.476, -1.140, 4.677], [1.920, -0.965, 5.908], [1.255, 0.000, 4.991], [0.731, 0.745, 4.288], [1.513, -0.845, 6.909], [1.755, -1.980, 5.577], [2.990, -0.769, 5.931], [2.624, -4.573, -8.713], [3.704, -4.160, -7.803], [4.537, -3.832, -7.086], [1.699, -4.702, -8.152], [2.474, -3.812, -9.478], [2.885, -5.515, -9.193], [4.767, -2.840, 2.842], [3.366, -2.558, 3.187], [2.274, -2.334, 3.456], [5.108, -3.733, 3.363], [4.855, -3.000, 1.770], [5.397, -1.999, 3.129], [-2.880, -3.545, 7.312], [-2.081, -2.309, 7.264], [-1.459, -1.346, 7.226], [-2.228, -4.410, 7.198], [-3.398, -3.612, 8.267], [-3.613, -3.543, 6.508], [-1.853, 1.735, 6.579], [-2.452, 2.917, 7.223], [-2.916, 3.839, 7.725], [-0.859, 1.978, 6.205], [-1.771, 0.921, 7.298], [-2.475, 1.412, 5.748], [5.635, -1.204, -1.069], [6.376, -2.254, -0.351], [6.950, -3.077, 0.210], [6.083, -0.233, -0.865], [5.668, -1.394, -2.142], [4.595, -1.193, -0.744], [-1.583, 3.986, -7.647], [-0.551, 4.370, -6.671], [0.257, 4.668, -5.912], [-2.551, 3.907, -7.154], [-1.643, 4.737, -8.432], [-1.330, 3.027, -8.093], [-6.820, -1.852, -5.503], [-7.536, -0.698, -4.934], [-8.087, 0.204, -4.485], [-5.820, -1.549, -5.814], [-6.736, -2.639, -4.756], [-7.362, -2.235, -6.366], [2.338, 4.919, -9.190], [1.235, 4.037, -9.606], [0.374, 3.351, -9.929], [3.211, 4.322, -8.933], [2.595, 5.598, -10.002], [2.035, 5.501, -8.320], [9.822, 0.612, -0.150], [8.423, 0.889, 0.210], [7.331, 1.102, 0.492], [10.167, -0.282, 0.368], [9.902, 0.454, -1.225], [10.451, 1.455, 0.134], [-4.935, 6.745, 7.042], [-6.338, 7.012, 7.412], [-7.429, 7.223, 7.700], [-4.590, 5.833, 7.529], [-4.853, 6.624, 5.963], [-4.306, 7.573, 7.354], [4.697, -6.700, -0.680], [3.642, -6.630, -1.706], [2.810, -6.575, -2.504], [5.533, -7.293, -1.049], [5.050, -5.696, -0.443], [4.304, -7.162, 0.225], [-2.643, 10.683, 7.113], [-2.602, 9.244, 6.808], [-2.571, 8.121, 6.570], [-2.042, 11.231, 6.389], [-3.671, 11.042, 7.066], [-2.249, 10.861, 8.112], [2.600, -2.380, 10.155], [2.659, -2.695, 8.718], [2.705, -2.942, 7.599], [1.561, -2.304, 10.474], [3.092, -3.165, 10.726], [3.101, -1.432, 10.346], [6.597, 4.032, 2.050], [7.393, 5.267, 1.955], [8.016, 6.229, 1.882], [7.247, 3.164, 1.963], [6.082, 3.996, 3.009], [5.860, 4.003, 1.250]], "forces_ev_per_angstrom": [[-0.1, 0.0, -1.1], [0.4, -0.6, -0.3], [0.2, -0.1, 0.5], [-0.6, -1.2, -0.2], [0.7, 0.9, 0.3], [-0.6, -0.8, 0.3], [0.8, 0.0, 0.0], [-0.2, 0.6, -0.6], [0.5, -0.1, 0.6], [-0.7, -1.1, -0.3], [-0.3, 1.2, 0.3], [-0.5, -0.3, -0.5], [0.1, 1.0, -0.1], [0.1, -0.2, 0.7], [-0.3, 0.4, -0.5], [-0.7, 0.3, -0.5], [1.4, -1.4, 1.0], [-1.1, 0.9, -3.2], [-0.3, 0.0, 1.1], [0.3, -0.3, 1.1], [1.3, -0.2, 2.4], [-0.3, -0.3, -1.6], [-3.6, 1.8, -2.7], [-0.1, 0.4, 0.6], [-0.8, 0.1, 0.0], [0.7, 0.2, -0.3], [0.7, 0.2, -0.2], [-0.9, -0.1, 0.2], [0.6, -0.1, -0.2], [0.0, 0.6, 0.1], [0.2, -0.5, -0.2], [-0.5, 0.5, -0.1], [-0.7, 0.0, 0.0], [0.0, 0.7, 0.2], [0.3, -0.6, -0.4], [-0.5, 0.3, 0.5], [0.0, -0.2, -0.6], [0.0, -0.5, 0.3], [-0.4, 0.5, -0.4], [-0.1, -0.2, 0.7], [0.2, -0.1, 0.5], [0.0, 0.7, -0.1], [0.6, 0.0, 0.4], [0.0, -0.4, -0.4], [0.6, 0.4, 0.1], [0.6, -0.5, -0.5], [-0.3, -0.3, 0.4], [0.1, -0.4, -0.5], [0.0, -0.5, -0.7], [0.5, 0.3, -0.2], [-0.5, -0.5, 0.2], [0.0, 0.2, 0.7], [-0.8, 0.0, 0.1], [-0.2, 0.1, -0.2], [0.4, -0.2, 0.2], [0.0, -0.1, 0.1], [-4.6, 0.4, -5.4], [0.0, 0.0, 0.0], [0.0, 0.0, 0.0], [0.0, 0.0, 0.0], [-0.3, -0.1, -0.3], [0.4, 0.0, 0.0], [3.9, -0.1, 5.6], [0.0, 0.1, 0.0], [0.1, 0.0, -0.1], [0.0, 0.0, 0.0], [-0.6, 1.0, -0.3], [0.2, -0.4, 0.3], [0.1, -0.1, 0.5], [-0.1, 0.1, -0.1], [-0.1, 0.1, 0.0], [0.0, 0.0, 0.0], [0.2, 0.1, 0.3], [-0.3, -0.1, -0.3], [0.2, 0.0, -0.1], [0.0, 0.0, 0.0], [0.0, 0.0, 0.0], [0.0, 0.0, 0.0], [-0.4, 0.1, 0.0], [0.4, -0.1, -0.1], [0.2, -0.4, -0.1], [0.0, 0.0, 0.0], [0.0, 0.0, 0.0], [0.0, 0.0, 0.0], [0.2, 0.3, 0.0], [-0.2, -0.4, 0.0], [0.0, -0.2, 0.1], [0.0, 0.0, 0.0], [0.0, 0.0, 0.0], [0.0, 0.0, 0.0], [-0.1, 0.5, 0.4], [0.2, -0.3, -0.3], [0.0, 0.0, 0.0], [0.0, 0.0, -0.1], [0.0, 0.1, -0.1], [0.0, 0.0, 0.0], [0.1, -0.2, 0.1], [-0.2, 0.3, -0.3], [0.0, 0.1, 0.0], [-0.1, -0.1, 0.0], [0.0, -0.1, 0.0], [0.0, 0.0, 0.0], [0.0, 0.0, 0.4], [-0.3, -0.2, -0.3], [0.1, 0.1, -0.1], [0.1, 0.0, 0.1], [0.0, -0.1, 0.0], [0.0, 0.1, 0.0], [-0.2, 0.3, 0.1], [0.3, -0.3, -0.1], [-0.1, 0.0, 0.0], [0.0, 0.0, 0.1], [0.0, 0.0, 0.0], [0.0, 0.0, 0.0], [-0.3, -0.2, -0.1], [0.4, 0.2, 0.1], [0.1, 0.0, -0.1], [0.0, 0.0, 0.0], [0.0, 0.0, 0.0], [0.0, -0.1, 0.0], [-0.3, 0.1, 0.1], [0.4, -0.1, -0.1], [0.1, 0.1, 0.0], [-0.1, 0.0, 0.0], [0.0, 0.0, 0.0], [0.0, 0.0, 0.0], [-0.8, -0.1, 0.4], [0.4, -0.2, -0.2], [0.0, 0.0, 0.0], [0.0, 0.0, 0.0], [0.0, 0.0, 0.0], [-0.4, -0.3, 0.0], [-0.3, 0.1, -0.3], [0.1, -0.1, 0.3], [4.2, -0.8, 2.4], [0.0, 0.0, 0.0], [0.0, 0.0, 0.0], [0.0, 0.0, 0.0], [0.0, -0.4, -0.1], [0.2, 0.5, 0.0], [0.6, 0.5, -0.2], [0.0, 0.0, 0.0], [0.0, 0.0, 0.0], [0.0, 0.0, 0.0], [0.0, -0.1, -0.4], [0.0, 0.0, 0.5], [0.2, -0.4, 0.4], [0.0, 0.0, 0.0], [0.0, 0.0, 0.0], [0.0, 0.0, 0.0], [0.2, 0.4, 0.0], [-0.3, -0.4, 0.0], [0.0, 0.0, 0.0], [-0.1, 0.0, 0.0], [0.0, 0.0, 0.0], [0.0, 0.0, 0.0]], "lowdin_charge": [-0.14, -0.24, -0.22, -0.19, -0.20, -0.21, -0.20, -0.21, -0.20, -0.19, -0.20, -0.22, -0.22, 0.48, -0.40, -0.41, -0.34, 0.38, -0.43, -0.43, 0.81, -0.30, -0.41, 0.05, 0.01, 0.03, 0.08, 0.09, 0.09, 0.07, 0.11, 0.10, 0.10, 0.10, 0.09, 0.10, 0.08, 0.10, 0.06, 0.11, 0.09, 0.09, 0.08, 0.10, 0.11, 0.06, 0.06, 0.10, 0.09, 0.10, 0.04, 0.01, 0.02, 0.02, -0.07, -0.22, 0.03, 0.07, 0.07, 0.07, -0.05, -0.16, 0.11, 0.06, 0.06, 0.06, -0.15, -0.26, 0.16, 0.04, 0.02, 0.07, -0.06, -0.29, 0.13, 0.09, 0.08, 0.08, -0.06, -0.20, 0.17, 0.08, 0.04, 0.08, -0.05, -0.24, 0.16, 0.09, 0.08, 0.08, -0.08, -0.26, 0.12, 0.06, 0.03, 0.06, -0.05, -0.28, 0.12, 0.03, 0.09, 0.09, -0.09, -0.28, 0.13, 0.08, 0.07, 0.06, -0.06, -0.29, 0.11, 0.08, 0.08, 0.08, -0.06, -0.27, 0.14, 0.08, 0.08, 0.07, -0.05, -0.24, 0.15, 0.08, 0.08, 0.08, -0.10, -0.28, 0.10, 0.05, 0.08, 0.01, -0.05, -0.17, 0.11, 0.08, 0.07, 0.08, -0.06, -0.24, 0.15, 0.08, 0.08, 0.08, -0.06, -0.24, 0.15, 0.08, 0.08, 0.08, -0.08, -0.28, 0.11, 0.04, 0.08, 0.08]}